[1]
# C10H20B3BrNO9P

C10H20B3BrNO9P as an isolated structure at a distorted geometry (the ωB97M-V functional and the def2-TZVPD basis, the OMol25 dataset).

Calculated values
* gap between HOMO and LUMO: 8.40 eV
* electronic energy: -4115.1341 hartree
* largest force on an atom: 3.54 eV/Å

XYZ file:
```
45
Properties=species:S:1:pos:R:3:nbo_charge:R:1
C 0.2519 -4.5531 1.3731 -0.64
C -0.4181 5.0751 -2.5981 -0.07
H -0.4318 -5.0749 2.0469 0.22
H -1.3083 6.7759 -3.5813 0.22
H -0.2375 -4.5106 0.3981 0.21
C -1.5207 6.1029 -2.7484 -0.64
C -1.1651 4.0421 2.1730 -0.14
H -3.3056 3.3036 -2.4365 0.25
B 0.1195 -0.0552 4.2645 1.01
O -1.2223 0.3315 1.8807 -0.88
H 0.3915 -3.5321 1.7344 0.22
O 1.3996 -6.6443 0.8997 -0.51
C 1.3248 -7.0514 -0.3811 0.80
O -1.4186 2.3821 -0.5267 -0.61
H 1.9149 2.2513 -0.0289 0.51
N 2.4910 -0.8732 0.4104 -1.32
H -0.3726 0.6694 -0.8859 0.52
C 1.1227 -6.0248 -1.4634 -0.75
O 0.4407 -0.8958 3.1435 -0.89
H -1.9478 3.2956 -3.5904 0.22
H 1.5550 -5.0524 -1.2350 0.22
B -1.2106 1.3445 2.9152 1.14
H 2.2992 -4.7713 0.6549 0.19
H -1.6177 6.6931 -1.8346 0.22
O 1.9669 1.7237 0.8008 -0.98
C 1.5792 -5.2785 1.3004 -0.07
H 0.5272 5.5873 -2.4105 0.20
C -1.3882 2.8964 2.5538 -0.36
H -2.4892 5.6312 -2.9242 0.21
B 0.1178 -0.1933 1.9520 0.82
H 3.3768 -0.3702 0.5806 0.39
O 0.5283 0.2764 -0.9923 -0.97
H 2.0263 -5.3097 2.2956 0.20
H 0.0556 -5.9166 -1.6600 0.24
O -0.9849 0.8640 4.2373 -0.89
H -0.8076 5.0970 2.0271 0.25
C -1.4130 3.1276 -1.4793 0.82
P 1.3291 0.1875 0.4967 1.90
H -2.4123 1.8107 -2.8035 0.25
O 1.3449 -8.2290 -0.6411 -0.58
C -2.3214 2.8872 -2.6537 -0.75
Br 1.1485 -0.0860 5.9599 -0.11
H -0.2723 4.4804 -3.5023 0.18
O -0.6489 4.2327 -1.4586 -0.51
H 1.6205 -6.3768 -2.3676 0.24
```


[2]
# C41H62I2N8O5Si2

C41H62I2N8O5Si2 as an isolated structure (the ωB97M-V functional and the def2-TZVPD basis, the OMol25 dataset).

Calculated values
* gap between HOMO and LUMO: 7.91 eV
* electronic energy: -3588.1556 hartree
* largest force on an atom: 0.91 eV/Å

XYZ file:
```
120
Properties=species:S:1:pos:R:3:lowdin_charge:R:1
C 4.2521 -3.8419 4.4166 -0.14
C 5.4142 -3.9324 5.1365 -0.12
H -4.1450 1.9320 -10.6382 0.09
O 1.6779 -1.0358 2.7027 -0.22
C 0.3507 0.3764 -2.8758 -0.28
H 6.7321 -2.3067 5.9433 0.09
H -0.1693 3.3390 -6.9226 0.10
H -3.5276 2.7830 -6.4379 0.10
C 5.8497 -2.6041 5.4008 -0.12
H -0.0145 3.0326 -2.2546 0.10
O 1.4093 3.5690 0.4774 -0.45
H 0.4022 -0.2040 -3.7960 0.14
O -1.8965 -2.4169 -1.1865 -0.07
H 5.9976 -3.2632 8.2979 0.13
C -9.4071 -0.7261 7.4898 -0.12
O 1.1296 1.5067 -3.1043 -0.19
H 5.4300 -0.9082 8.9024 0.10
H 2.3598 -1.2669 0.7674 0.04
H 0.9433 1.6783 -5.3964 0.12
C 1.9375 -1.8601 1.5759 -0.09
H -2.4565 0.6063 -1.2627 0.13
O -0.9706 0.7389 -2.6003 -0.10
H 7.2395 -0.1114 10.7519 0.09
C 0.2907 -0.9420 3.0162 -0.22
H -3.2237 -1.3137 -2.2034 0.10
C -0.1093 1.4883 3.6501 -0.28
Si 1.4702 2.2179 -0.4375 0.07
H -5.6207 -3.4140 -6.8081 0.09
H 6.3909 1.1611 -12.3644 0.09
H -10.3849 -0.2779 7.5416 0.09
C -4.1881 -3.8954 -5.2371 -0.14
H 3.4250 1.6052 -5.5891 0.11
C -9.1024 -2.1146 7.4755 -0.12
C -3.6693 -1.2977 7.1349 -0.11
C 0.0755 0.0576 4.1180 -0.17
N -7.2112 -0.9710 7.3759 0.01
C -2.5440 1.4529 -9.2395 -0.14
C -8.2177 -0.0491 7.4267 -0.14
H -6.2291 -0.7549 7.3253 0.10
C -3.7358 1.9895 -9.6440 -0.11
C -3.4626 2.4593 -7.4623 -0.15
H -0.9825 -0.1839 -0.7422 0.09
C 2.8066 2.2627 -6.1750 -0.13
H -5.2594 3.1525 -8.4825 0.09
Si 0.7202 3.5768 1.9816 0.04
C 8.0452 -2.1849 10.4783 -0.12
C 4.9132 1.4239 -10.7811 -0.14
H -8.0044 1.0058 7.4166 0.10
H 3.1778 -2.1484 3.7396 0.10
H 7.9806 -4.1945 9.5163 0.10
H -3.4055 -4.4838 -5.6836 0.10
C -5.3173 -3.3428 -5.7776 -0.11
H 0.6113 1.1749 0.1694 0.00
H 0.7592 -0.2315 -2.0595 0.13
H -0.3945 2.0938 4.5080 0.11
H 1.0330 -2.3488 1.2229 0.08
H 3.7171 2.5599 -9.4615 0.10
C -6.0024 -2.6685 -4.7300 -0.11
C -2.1464 -1.3576 -2.1019 -0.22
H -0.2638 -0.6655 2.1154 0.12
N 6.5201 -2.7376 8.9760 0.00
N -2.3864 1.7428 -7.9120 0.00
C 3.1298 3.2038 -7.1173 -0.13
H -1.7992 0.8947 -9.7792 0.11
C -3.4635 -0.9343 5.8314 -0.15
C -4.3192 2.6291 -8.5155 -0.11
H -5.4344 -2.4907 -2.5820 0.10
C 0.8952 3.1824 -6.8853 -0.14
H -0.7419 3.7057 1.8408 -0.01
H -0.9755 -2.3788 -0.9068 0.07
H -4.1790 -0.0338 8.9156 0.10
C 7.6099 -3.1951 9.6634 -0.14
H 3.6058 -4.6064 4.0205 0.10
H -4.0849 1.9883 7.1181 0.11
H -0.9486 1.5403 2.9573 0.09
H -3.6192 -2.3004 7.5243 0.10
H -7.1039 -3.0984 7.3723 0.10
C 1.1615 2.1217 3.0565 -0.31
H 2.6468 -2.6421 1.8298 0.08
H -3.2237 -1.5230 4.9627 0.11
H 1.7775 1.3856 2.5474 0.05
H 4.8935 -0.6806 4.8017 0.11
I 3.7683 1.3805 -0.3976 0.56
C 6.2535 -1.4469 9.3378 -0.15
H 4.6983 4.6464 -10.4315 0.10
H -1.7334 -1.5917 -3.0824 0.12
N 4.4046 2.5484 -10.1951 0.01
C 4.9367 -1.7555 4.8324 -0.13
H 1.8005 4.5676 -8.3057 0.09
C 5.8548 3.2382 -11.7162 -0.12
C -3.9217 0.9341 6.9772 -0.13
H 8.8875 -2.2353 11.1472 0.09
H -3.4455 -3.8520 -3.2590 0.13
H -0.8116 -0.2449 4.6688 0.09
C -1.6319 -0.0083 -1.6044 -0.18
H -9.8025 -2.9319 7.5140 0.09
H 6.4599 3.8771 -12.3368 0.09
C -7.7391 -2.2302 7.4039 -0.14
C 1.9139 3.7900 -7.5690 -0.11
C 0.9806 2.5989 -2.2027 -0.28
C 4.9701 3.6575 -10.7585 -0.15
C -5.2656 -2.8334 -3.5884 -0.15
C 7.1827 -1.0733 10.2712 -0.12
N 3.9714 -2.5163 4.2371 0.02
H -1.5984 1.4717 -7.3546 0.12
H 4.1283 3.4517 -7.4385 0.09
I 1.4806 5.6486 3.0601 0.47
H -3.5295 0.9627 4.9046 0.14
N -4.1629 -3.5785 -3.9064 0.00
H -0.0771 -1.9210 3.3301 0.13
N 1.4485 2.2580 -6.0415 0.01
C 5.8186 1.8171 -11.7307 -0.12
H 1.7575 2.5004 3.8807 0.07
H -6.9303 -2.1278 -4.8068 0.09
H 5.8992 -4.8463 5.4361 0.09
N -3.6170 0.4229 5.7460 0.01
H 0.9111 0.0288 4.8125 0.13
C -3.9612 -0.1096 7.8635 -0.13
H 1.6691 3.3585 -2.5632 0.10
H 4.5918 0.4441 -10.4733 0.10
```


[3]
# C29H66Cl2FN16O12S2Si

A 7-piece molecular cluster, C29H66Cl2FN16O12S2Si overall at a distorted geometry (the ωB97M-V functional and the def2-TZVPD basis, the OMol25 dataset).

Calculated values
* total charge: +1
* gap between HOMO and LUMO: 6.78 eV
* electronic energy: -5029.1886 hartree
* largest force on an atom: 10.08 eV/Å

XYZ file:
```
129
Properties=species:S:1:pos:R:3:lowdin_charge:R:1
Si 2.7224 -1.9961 -0.9339 0.49
C -3.2968 0.9577 -1.7857 -0.29
N -11.0246 4.5451 -4.3681 0.15
H -1.2133 -1.3432 6.1471 0.11
C 6.5572 -3.7895 1.7856 -0.67
H 1.8595 5.2195 -2.6916 0.11
C -0.5190 -3.7287 -1.0003 -0.19
H 6.1251 -3.5936 3.7470 0.11
O 1.1500 -1.6902 5.5219 0.01
F 1.2881 1.8270 -5.8379 -0.03
H 7.3829 -4.1055 -0.0283 0.12
N 7.4212 5.2462 -1.1281 0.15
H -1.6828 -6.4430 -0.3497 0.13
N 0.9176 7.8269 1.5693 0.15
H 9.2543 6.8568 -0.6064 0.10
C 3.6360 -1.8643 -2.6643 -0.20
H -3.1700 3.1431 -1.1105 0.14
C -0.2181 -5.1789 -1.7034 -0.16
O 5.4579 -3.4541 1.3739 -0.01
H -3.3593 1.8588 0.3204 0.11
H 1.9682 -3.7396 6.6295 0.08
H 7.9875 5.4614 -1.9313 0.10
H -1.3487 -2.7490 7.1614 0.10
H 5.0195 -4.4378 9.1112 0.12
H -12.6346 5.1823 -2.5715 0.09
H 0.4780 -4.1250 7.4384 0.10
H -0.0824 -3.6417 0.1074 0.10
H 0.9335 -0.5866 -3.7345 0.14
H 0.0551 -2.1103 2.0830 0.13
H -0.7938 -1.8485 -2.2649 0.14
O 1.4025 7.0600 -0.4929 0.01
H -9.9340 -0.1410 -0.7758 0.12
H 2.7884 2.9826 -3.5637 0.11
C -7.1147 0.6426 -2.3635 -0.29
H -8.0758 2.6131 0.7869 -0.08
H -5.2046 0.3512 -3.7547 0.14
N 3.0540 7.8466 0.8223 0.16
H 7.3732 -5.2568 6.6504 0.10
H 8.4789 -4.4126 1.2862 0.10
O -2.5748 0.4616 -2.8058 -0.02
C 5.4516 -4.6337 7.1498 -0.71
H 6.2773 -4.9497 5.3359 0.08
H 2.8161 -1.8855 -3.5318 0.03
C 0.4947 -2.4121 6.2568 -0.71
C -0.2104 -0.9527 1.9825 -0.16
C -0.5188 -6.3775 -0.5814 -0.21
H -2.0242 0.1194 1.1177 0.13
H -8.2907 0.6068 -4.4311 0.12
H 4.4621 -0.2768 -0.2132 0.05
H -7.1150 -0.9160 -4.1422 0.10
C 1.7680 7.5468 0.5654 -0.71
N 8.6658 6.6171 0.1735 0.15
Cl 2.5456 2.0864 0.2116 0.65
C 1.3373 0.4856 -3.5024 -0.06
H -10.9320 3.9739 -3.5452 0.05
C -11.9171 5.5441 -4.4910 -0.72
N 6.4612 -4.9779 6.3302 0.16
H 4.6153 -1.8444 0.8206 0.03
H 0.6862 -0.6510 3.6661 0.02
H -0.0601 7.6164 1.4169 0.11
N 0.1659 -0.0602 2.9546 0.09
H -1.5660 -6.7578 1.9517 0.10
C 0.5947 1.5525 -4.5321 -0.14
H -13.3828 6.4745 -3.4624 0.11
H 3.7270 7.6514 0.0927 0.11
O -9.9811 2.2438 -2.9039 -0.01
H -5.3298 2.0250 -2.8778 0.15
O -7.7163 1.9862 -2.1271 -0.12
C 2.8311 -3.9053 -0.4790 -0.18
H -8.7114 -0.8064 -3.1285 0.10
C 0.7061 -0.0829 -1.1209 -0.19
S -8.5093 1.2553 0.8104 0.64
H -1.5981 -1.4128 0.1098 0.13
S -0.9265 2.0694 -0.3955 0.95
C -1.0962 -0.4933 0.6824 -0.15
N -0.7929 -2.1663 6.5585 0.15
H 0.7193 -2.8800 -2.7598 0.13
H -0.2449 -8.0946 1.6290 0.11
O 0.1874 -6.1729 0.6938 -0.29
H 4.1953 -0.8397 -2.7687 0.03
C 2.7357 3.1232 -2.3990 -0.59
C 3.8219 -1.1007 0.3673 -0.20
H 2.0383 -4.2198 0.3245 0.05
N 1.0067 -1.5463 -0.9663 -0.12
H 3.1981 -0.5123 1.1700 0.03
N 1.0018 -3.5181 6.8306 0.17
C -9.1892 1.7808 -1.9259 -0.28
H 1.1997 8.2278 2.4478 0.10
O -0.5395 2.2071 -4.2632 0.03
H -7.1707 -0.0537 -1.4099 0.14
H 4.3291 -2.8009 -2.8809 0.07
H 2.4877 0.4904 -3.8202 0.14
H 8.8546 7.0317 1.0767 0.11
C 2.4662 1.6856 -1.5874 -0.63
N 7.5668 -4.1337 0.9660 0.16
N -12.6973 5.7323 -3.4115 0.14
C -0.4189 -6.9349 1.7963 -0.13
H -10.7771 1.5234 -0.2516 0.10
H 3.3742 8.2479 1.6875 0.10
H -1.6865 -3.5141 -0.8739 0.12
C -5.5227 0.8661 -2.7449 -0.09
H 3.4324 1.0286 -1.8337 0.09
H 0.8310 -5.2744 -2.2118 0.10
N 1.2795 0.9201 -2.0669 -0.10
H -1.0502 -5.3341 -2.5451 0.13
H 0.0981 -6.6900 2.8396 0.11
H 2.2209 4.7811 -0.8926 0.07
H 6.6511 -4.9629 8.8181 0.10
H -0.1832 -7.4341 -0.9989 0.14
H 0.6301 4.0603 -1.8153 0.06
C 1.7634 4.3448 -1.8985 -0.16
C -9.7710 1.0176 -0.5693 -0.41
C 7.6260 5.7673 0.0951 -0.72
O -4.6665 0.3954 -1.6119 -0.12
H 3.9569 -4.0572 -0.1175 0.05
O 4.3522 -4.2983 6.7381 0.02
H -10.4176 4.3700 -5.1583 0.11
C 0.1374 -2.4418 -1.8168 -0.21
C -7.8480 -0.1429 -3.6171 -0.06
H 6.6483 4.6016 -1.2306 0.01
O -12.0113 6.2245 -5.5003 0.02
H 7.7567 -4.1187 3.4539 0.10
Cl 4.4872 3.6220 -1.8909 0.56
H 2.7522 -4.5420 -1.4836 0.05
N -0.3424 0.3878 -0.3142 -0.27
N 6.8573 -3.8449 3.0958 0.16
C -2.7945 2.0846 -0.7062 -0.32
N 5.7517 -4.6892 8.4600 0.16
O 6.9252 5.4912 1.0559 0.02
```


[4]
# C42H33CrN2O8P2Se

C42H33CrN2O8P2Se as an isolated structure (the ωB97M-V functional and the def2-TZVPD basis, the OMol25 dataset).

Calculated values
* total charge: -2
* gap between HOMO and LUMO (alpha / beta): 7.27 / 7.22 eV
* multiplicity: 2
* electronic energy: -6460.4050 hartree
* energy above the lowest of the compared OMol25 structures with the same formula, charge and spin: 0.0 kJ/mol
* largest force on an atom: 0.82 eV/Å

XYZ file:
```
89
Properties=species:S:1:pos:R:3:mulliken_spin:R:1
H 2.6736 -0.7834 2.7100 0.00
C -2.8784 0.3560 -2.2233 0.00
O 2.9032 -0.3404 0.1250 0.02
C -1.0968 -3.1827 -0.8364 -0.01
P -1.6947 -1.4579 -0.5475 0.00
C 1.6721 -5.5479 0.0647 0.01
O -0.6379 -0.4410 1.9294 -0.01
H -4.6442 -2.6716 3.1860 0.00
C 2.5544 2.5695 1.5634 0.00
C -2.1744 -0.8555 -2.2152 0.00
H 2.0620 1.4757 -4.3350 0.00
C 2.0735 4.3306 -2.5134 0.00
C -1.7976 -1.4067 -3.4332 0.00
H -1.2041 -2.3122 -3.4522 0.00
C -1.4467 4.7030 2.0617 0.00
C 1.5371 2.3999 -1.1361 0.00
Se 4.4660 -0.5910 0.7892 0.01
C 2.5193 -4.7481 0.7622 -0.01
H 3.2666 3.0152 4.8613 0.00
C -2.8433 0.4116 -4.6255 0.00
C -2.4823 3.5310 0.2429 0.00
H 3.4565 -5.1330 1.1505 0.00
C 4.6972 3.6432 1.8634 0.00
H 1.6115 4.4291 -0.4377 0.00
O 1.3101 -0.4535 -3.4165 0.00
H 1.0305 -0.4903 4.5541 0.00
C -3.4233 -2.1541 1.5019 0.00
O 5.3744 0.6358 0.2455 0.00
C 2.2308 3.5011 -3.6189 0.00
H -3.1640 0.8018 -1.2735 0.00
C 2.1950 -3.3888 0.9672 0.03
C -0.3014 3.9228 1.9189 0.00
C 0.1482 -3.6303 -0.2716 0.01
H -6.6733 -2.2994 -0.5675 0.00
C -4.6224 -2.4830 2.1191 0.00
C 1.7285 3.7788 -1.2952 0.00
H 1.8975 -6.5972 -0.1038 0.00
H -3.7548 1.9247 -3.3966 0.00
H -2.5131 -2.0661 2.0869 0.00
C 1.9954 2.1466 -3.4896 0.00
C -5.7616 -2.2653 0.0185 0.00
H -3.3318 3.3710 -0.4143 0.00
C 1.6287 1.5796 -2.2659 0.00
C -0.2309 2.9461 0.9303 0.00
C -2.1362 -0.7798 -4.6289 0.00
C -3.3684 -1.8911 0.1282 0.00
H -2.2266 -6.0580 -2.2685 0.00
H 5.6106 4.0295 1.4254 0.00
C 2.4206 2.5208 2.9568 0.00
C 1.0610 -2.7829 0.4742 -0.08
O 0.7181 -0.4197 -1.2804 0.00
H 2.2311 5.4007 -2.5984 0.00
O 4.2296 -0.5471 2.4211 0.00
C -5.7978 -2.5432 1.3783 0.00
H 5.2973 4.0485 3.8835 0.00
H 1.6316 -2.0592 2.9237 0.00
H -3.4260 5.1259 1.3388 0.00
P 1.1928 1.8068 0.5844 -0.01
C -1.3439 2.7554 0.1043 0.00
H -0.1065 -6.9047 -1.3155 0.00
H -3.0819 0.9092 -5.5588 0.00
C -0.4527 -0.2014 3.1847 0.00
H -1.4826 5.4611 2.8361 0.00
C 1.2298 0.1043 -2.3292 0.00
H 2.5150 3.9200 -4.5788 0.00
C 3.3885 3.0653 3.7850 0.00
Cr 1.0442 -0.7335 0.6945 1.06
C -2.5366 4.5144 1.2253 0.00
H -4.5482 -1.7198 -1.6610 0.00
H 1.5528 2.0368 3.3854 0.00
H -1.3023 1.9830 -0.6591 0.00
H -6.7357 -2.7956 1.8592 0.00
C -3.2161 0.9842 -3.4124 0.00
C -1.5633 -5.3994 -1.7186 0.00
N 1.6770 -1.0771 2.6954 -0.02
H 0.5397 4.0925 2.5739 0.00
C 4.5274 3.6406 3.2367 0.00
H 2.9377 -2.8066 1.4988 0.00
H -2.8506 -3.6937 -1.9256 0.00
C 3.7218 3.1042 1.0302 0.00
O -1.2884 0.1180 4.0290 0.00
N 0.8915 -0.3127 3.5768 0.00
C -1.9087 -4.0516 -1.5235 0.00
O 4.9942 -2.0470 0.3047 0.00
H -1.8184 -1.2171 -5.5691 0.00
C -4.5580 -1.9389 -0.5996 0.00
C 0.4709 -5.0136 -0.4662 0.00
H 3.9053 3.0640 -0.0328 0.00
C -0.3948 -5.8653 -1.1913 0.00
```